1.
Molecular formula: C37H45GeN4O6PdS
Method: DFT, ωB97M-V/def2-TZVPD

The geometry in XYZ format:
```
95
Properties=species:S:1:pos:R:3:forces:R:3:mulliken_charge:R:1
Pd 0.113 0.523 1.223 -1.247 1.342 -0.103 0.808
O 2.300 0.259 1.782 -0.086 -0.636 -0.716 -0.147
N 2.675 0.824 2.769 0.642 0.109 0.570 -0.423
N 1.793 1.763 3.239 0.640 0.719 1.295 1.406
O 0.739 2.060 2.675 -0.620 -0.210 -0.441 -0.676
C 2.194 2.484 4.421 0.203 -0.198 -0.156 0.340
C 3.476 2.307 4.941 -0.057 -0.076 -0.128 -0.340
C 3.833 3.027 6.065 -0.004 0.044 0.095 -0.632
C 2.930 3.904 6.652 -0.072 0.032 -0.004 -0.441
C 1.651 4.056 6.124 0.074 0.018 0.099 -0.688
C 1.270 3.344 5.003 -0.008 -0.092 -0.069 -0.256
H 4.170 1.625 4.471 -0.018 0.066 0.046 0.477
H 4.821 2.899 6.489 -0.043 0.023 -0.045 0.398
H 3.220 4.469 7.530 -0.017 -0.038 -0.033 0.403
H 0.941 4.723 6.597 0.046 -0.013 -0.017 0.391
H 0.274 3.428 4.595 -0.003 0.021 -0.033 0.485
O -1.921 -0.510 0.308 -0.196 0.096 0.204 -0.002
C -2.539 0.424 0.873 0.445 0.056 -0.239 -0.222
O -1.963 1.459 1.324 0.281 -0.706 -0.033 -0.640
H -3.627 0.349 0.991 -0.104 0.083 -0.041 0.331
C 0.278 3.745 -4.037 -0.056 -0.017 0.006 -0.944
C -0.532 2.556 -4.557 -0.017 0.038 0.146 -0.252
C -1.822 2.253 -3.787 0.087 0.117 0.000 -1.058
C -1.652 1.863 -2.320 0.054 0.208 -0.064 0.207
N -1.467 3.025 -1.441 -0.057 -0.335 -0.103 -0.039
C -0.490 3.250 -0.570 0.073 0.263 0.011 0.580
S 0.916 2.233 -0.507 -0.199 -0.122 0.217 -0.607
N -0.614 4.359 0.173 0.200 -0.283 0.118 -0.185
C 0.328 4.939 1.133 -0.035 0.030 -0.195 -0.245
C 0.869 6.279 0.640 0.033 -0.066 -0.036 -0.949
C 1.808 6.148 -0.559 0.048 -0.056 0.080 0.098
C 3.150 5.504 -0.204 -0.002 0.027 -0.029 -1.065
H 1.075 4.003 -4.738 -0.055 -0.020 0.048 0.490
H 0.749 3.523 -3.077 -0.032 0.024 -0.031 0.072
H -0.356 4.630 -3.915 0.062 -0.066 -0.011 0.279
H 0.092 1.656 -4.556 -0.009 0.046 -0.030 0.064
H -0.809 2.749 -5.596 0.021 -0.062 -0.022 0.367
H -2.327 1.415 -4.275 -0.020 0.058 -0.010 0.451
H -2.499 3.114 -3.859 -0.004 -0.097 0.006 0.359
H -0.804 1.202 -2.188 0.119 -0.089 0.061 -0.274
H -2.540 1.330 -1.983 -0.061 -0.049 0.111 0.207
H -2.242 3.670 -1.426 -0.046 0.051 -0.038 0.275
H -1.482 4.863 0.080 -0.059 0.059 -0.034 0.235
H 1.137 4.232 1.270 0.048 -0.141 0.022 -0.075
H -0.188 5.059 2.087 -0.022 -0.048 -0.028 0.314
H 1.405 6.749 1.471 -0.058 0.006 -0.043 0.371
H 0.032 6.938 0.390 0.010 -0.018 0.049 0.373
H 1.983 7.143 -0.972 -0.010 -0.005 -0.013 0.375
H 1.317 5.564 -1.346 0.028 0.069 -0.006 -0.111
H 3.588 5.979 0.680 -0.031 -0.035 -0.091 0.323
H 3.861 5.615 -1.026 -0.055 -0.044 0.063 0.370
H 3.046 4.434 -0.006 0.000 0.065 0.019 0.150
O 0.181 -2.128 1.258 -0.250 -0.295 -0.127 -0.869
C -0.451 -1.950 2.369 0.247 0.387 0.198 0.617
O -0.380 -0.879 3.004 0.086 -0.384 -0.707 -0.644
C -1.303 -3.106 2.795 -0.059 0.032 0.013 -0.497
C -2.069 -3.569 1.566 -0.235 -0.008 -0.175 -1.464
Ge -0.702 -3.499 0.031 1.067 0.313 0.222 2.875
C 0.019 -2.589 -1.572 -0.337 -0.061 -0.124 -0.114
C -0.097 -3.259 -2.795 0.041 0.205 0.014 -0.405
C 0.457 -2.725 -3.951 -0.009 0.000 0.032 -0.799
C 1.122 -1.505 -3.908 -0.026 -0.058 -0.025 -0.723
C 1.249 -0.839 -2.699 0.022 -0.009 0.021 -0.432
C 0.711 -1.386 -1.539 0.019 -0.169 -0.378 -0.303
C -2.467 -4.168 -1.044 -0.508 -0.217 -0.114 -0.041
C -3.403 -3.225 -1.417 0.140 0.048 0.034 -0.244
C -4.480 -3.662 -2.183 0.029 -0.075 -0.039 -0.733
C -4.597 -5.008 -2.523 0.065 0.018 0.064 -0.658
C -3.642 -5.927 -2.105 -0.026 0.073 -0.050 -0.758
C -2.554 -5.517 -1.331 0.044 0.105 0.048 -0.076
C 0.410 -5.080 0.227 -0.159 -0.263 0.146 0.283
C 0.069 -6.076 1.152 0.160 -0.014 -0.112 -0.264
C 0.776 -7.272 1.206 -0.034 0.075 0.008 -0.814
C 1.840 -7.485 0.338 -0.016 0.028 0.010 -0.551
C 2.199 -6.500 -0.573 0.010 -0.010 0.042 -0.749
C 1.488 -5.308 -0.631 0.028 -0.004 0.095 -0.254
H -1.960 -2.805 3.609 -0.063 -0.034 0.015 0.412
H -0.638 -3.895 3.151 0.037 -0.026 0.057 0.329
H -2.877 -2.899 1.288 -0.024 0.065 0.090 0.649
H -2.452 -4.584 1.636 -0.004 0.041 -0.023 0.563
H -0.618 -4.206 -2.858 -0.011 0.000 0.009 0.520
H 0.368 -3.267 -4.885 -0.005 0.038 0.025 0.435
H 1.547 -1.085 -4.811 -0.015 -0.018 0.036 0.446
H 1.777 0.107 -2.648 -0.025 -0.032 0.008 0.465
H 0.866 -0.876 -0.612 0.032 0.134 0.263 0.251
H -3.283 -2.178 -1.148 -0.031 -0.115 -0.003 0.351
H -5.227 -2.947 -2.511 0.063 -0.073 0.021 0.448
H -5.444 -5.344 -3.109 0.053 0.022 0.027 0.395
H -3.733 -6.975 -2.370 -0.007 0.080 0.016 0.431
H -1.807 -6.231 -1.001 -0.073 0.062 0.012 0.413
H -0.756 -5.927 1.842 0.023 -0.049 -0.073 0.162
H 0.491 -8.037 1.920 0.042 0.055 -0.040 0.423
H 2.390 -8.419 0.376 -0.030 0.057 -0.009 0.395
H 3.036 -6.662 -1.242 -0.042 0.009 0.024 0.419
H 1.781 -4.548 -1.348 -0.027 -0.078 0.029 0.385
```
Positions in Å, forces in eV/Å.

Energy above the lowest of the compared OMol25 structures with the same formula, charge and spin ... 0.0 kcal/mol
2S+1 ... 5
Orbital gap (spin up / spin down) ... 0.287 / 0.218 Eh
Charge ... +1

---

2.
Molecular formula: C37H45N5Pd
Method: DFT, ωB97M-V/def2-TZVPD

The geometry in XYZ format:
```
88
Properties=species:S:1:pos:R:3:forces:R:3:mulliken_charge:R:1
Pd 0.004 0.010 0.384 0.002 0.009 -0.592 1.907
C -5.686 2.121 -1.065 -0.003 0.007 -0.008 -0.989
C -5.386 1.616 0.348 0.007 -0.011 0.004 -1.262
C -4.217 0.683 0.388 0.012 0.000 -0.020 0.958
C -4.215 -0.674 0.401 -0.033 0.025 -0.011 0.950
C -5.383 -1.609 0.382 0.015 -0.002 0.003 -1.282
C -5.646 -2.195 -1.008 -0.009 0.000 -0.009 -0.965
C -2.826 -1.085 0.383 0.024 -0.008 -0.035 -0.310
N -2.016 0.007 0.339 -0.060 0.003 0.218 -0.235
C -2.829 1.097 0.358 0.007 -0.004 -0.064 -0.348
C -2.404 2.412 0.354 0.017 -0.012 0.028 -0.583
C -1.090 2.841 0.328 -0.019 -0.026 -0.054 -0.222
C -0.680 4.230 0.327 0.014 0.015 -0.006 0.933
C -1.614 5.397 0.277 0.007 -0.005 0.015 -1.264
C -2.165 5.650 -1.128 -0.006 0.005 -0.009 -0.935
C 0.678 4.232 0.325 -0.013 0.021 -0.003 0.897
C 1.092 2.844 0.320 0.010 -0.017 -0.067 -0.390
C 2.406 2.417 0.328 -0.007 -0.012 0.025 -0.515
C 2.834 1.104 0.333 -0.006 0.000 -0.046 -0.217
N 2.024 0.011 0.332 0.059 -0.003 0.204 -0.238
C 2.837 -1.078 0.381 -0.021 -0.007 -0.038 -0.340
C 2.412 -2.392 0.434 -0.019 0.007 0.024 -0.572
C 1.099 -2.821 0.432 0.020 0.030 -0.055 -0.285
N 0.007 -2.012 0.380 0.005 -0.025 0.202 -0.233
C -1.083 -2.824 0.426 -0.034 0.028 -0.048 -0.383
C -2.398 -2.397 0.426 0.025 -0.004 0.021 -0.562
C -0.670 -4.210 0.485 0.024 -0.019 -0.017 0.944
C 0.688 -4.208 0.488 -0.016 -0.024 -0.005 0.868
C 1.624 -5.376 0.487 -0.008 0.003 0.004 -1.221
C 2.175 -5.687 -0.907 0.003 -0.006 -0.010 -0.945
C -1.603 -5.380 0.480 0.008 0.004 -0.001 -1.231
C -2.131 -5.704 -0.920 -0.006 -0.004 -0.008 -0.976
C 4.225 -0.664 0.385 0.025 0.023 -0.005 0.893
C 4.224 0.694 0.355 -0.008 -0.006 -0.026 0.978
C 5.390 1.628 0.294 -0.007 -0.012 0.007 -1.292
C 5.674 2.119 -1.128 0.004 0.008 -0.008 -0.988
C 5.395 -1.596 0.367 -0.012 -0.003 0.003 -1.278
C 5.651 -2.193 -1.020 0.008 -0.001 -0.009 -0.962
N 0.002 2.031 0.308 -0.002 0.011 0.191 -0.250
C 1.608 5.403 0.278 -0.008 -0.009 0.002 -1.276
C 2.064 5.733 -1.146 0.011 -0.001 -0.007 -0.998
H -6.539 2.802 -1.068 0.001 0.001 0.001 0.390
H -5.912 1.288 -1.731 -0.001 -0.002 0.002 0.241
H -4.826 2.649 -1.482 0.002 -0.002 0.002 0.205
H -6.267 1.108 0.746 0.000 0.000 0.002 0.391
H -5.202 2.467 1.010 -0.007 0.002 0.000 0.414
H -6.273 -1.079 0.726 -0.001 -0.003 0.004 0.344
H -5.219 -2.421 1.096 -0.003 -0.001 -0.002 0.417
H -5.852 -1.400 -1.727 -0.001 0.002 0.002 0.250
H -6.500 -2.874 -0.995 0.000 -0.001 0.002 0.388
H -4.777 -2.745 -1.371 0.003 0.003 0.000 0.186
H -3.170 3.175 0.383 0.001 0.010 -0.007 0.318
H -1.094 6.290 0.629 0.001 -0.002 -0.002 0.341
H -2.444 5.236 0.971 -0.001 0.008 0.001 0.419
H -1.353 5.835 -1.833 0.002 0.005 0.002 0.234
H -2.831 6.515 -1.141 -0.004 -0.002 0.002 0.392
H -2.722 4.785 -1.491 0.004 -0.004 0.000 0.171
H 3.172 3.182 0.343 -0.005 0.007 -0.004 0.285
H 3.179 -3.153 0.492 -0.004 -0.004 -0.012 0.344
H -3.162 -3.161 0.477 0.001 -0.004 -0.006 0.342
H 1.105 -6.254 0.875 0.000 0.002 0.004 0.365
H 2.453 -5.185 1.174 0.003 -0.008 -0.002 0.410
H 1.361 -5.903 -1.602 -0.001 -0.005 0.004 0.236
H 2.842 -6.550 -0.884 0.003 0.003 0.002 0.393
H 2.729 -4.837 -1.308 -0.004 0.005 0.000 0.172
H -2.443 -5.184 1.152 -0.001 -0.008 0.002 0.407
H -1.088 -6.254 0.885 0.000 0.002 0.000 0.384
H -2.676 -4.856 -1.338 0.003 0.003 0.001 0.193
H -2.801 -6.565 -0.899 -0.003 0.002 0.001 0.393
H -1.307 -5.929 -1.599 0.003 -0.004 0.003 0.236
H 6.276 1.125 0.687 0.000 0.002 0.003 0.398
H 5.212 2.485 0.949 0.006 0.002 0.000 0.420
H 5.895 1.279 -1.788 0.001 -0.002 0.002 0.239
H 6.525 2.802 -1.147 -0.001 0.001 0.001 0.388
H 4.808 2.640 -1.541 -0.003 -0.002 0.002 0.210
H 5.237 -2.402 1.088 0.002 -0.002 -0.002 0.414
H 6.286 -1.061 0.701 0.001 -0.003 0.003 0.338
H 4.781 -2.748 -1.373 -0.002 0.003 0.001 0.184
H 6.506 -2.871 -1.006 0.000 0.000 0.003 0.388
H 5.853 -1.404 -1.746 0.001 0.002 0.002 0.249
H 2.482 5.205 0.903 -0.004 0.009 0.009 0.423
H 1.115 6.274 0.715 -0.003 0.002 -0.011 0.419
H 2.578 4.881 -1.595 -0.002 -0.002 0.001 0.221
H 2.744 6.586 -1.155 0.002 -0.002 0.001 0.393
H 1.209 5.971 -1.779 -0.002 0.001 0.003 0.225
N 0.012 0.027 4.589 0.000 -0.006 -0.004 -0.105
C 0.007 0.062 3.426 -0.001 0.013 0.187 -0.112
H 0.016 -0.004 5.585 0.000 -0.002 0.006 0.269
```
Positions in Å, forces in eV/Å.

Energy above the lowest of the compared OMol25 structures with the same formula, charge and spin ... 0.6 kcal/mol
Orbital gap ... 0.219 Eh

---

The lowest energy above the lowest of the compared OMol25 structures with the same formula, charge and spin belongs to which entry?
C37H45GeN4O6PdS

---

Number 1 is which compound?
C37H45GeN4O6PdS

---

Which of these has the highest energy above the lowest of the compared OMol25 structures with the same formula, charge and spin?
C37H45N5Pd

---

Which of these has the highest energy above the lowest of the compared OMol25 structures with the same formula, charge and spin?
C37H45N5Pd